No. 1
Below is 9 unconnected molecules or ions with the total composition C39H46O21, with properties calculated with ωB97M-V with the def2-TZVPD basis set.

The geometry in XYZ format:
```
106
C39H46O21 ωB97M-V with the def2-TZVPD basis set
O -21.874 7.303 -1.086
C -21.581 6.688 -0.121
C -21.275 7.410 1.168
C -20.940 6.689 2.468
O -20.421 7.387 3.536
C -21.228 5.320 2.517
O -21.090 4.707 3.655
C -21.561 4.556 1.341
C -21.800 5.239 -0.013
O -22.109 4.578 -1.180
H -21.182 8.586 1.084
H -20.191 6.684 4.294
H -21.618 3.495 1.471
H -21.718 4.892 -1.994
O -24.352 8.911 6.570
C -25.340 9.534 6.627
C -25.421 10.747 7.289
C -26.831 11.598 7.481
O -26.778 12.834 8.009
C -28.012 11.041 6.856
O -29.092 11.657 6.984
C -27.930 9.866 6.088
C -26.609 9.113 5.887
O -26.520 7.961 5.246
H -24.611 11.168 7.878
H -26.017 13.188 8.327
H -28.741 9.607 5.654
H -25.608 7.546 5.302
O -15.826 12.919 2.456
C -16.569 13.019 3.430
C -16.061 13.514 4.656
C -16.919 13.819 5.829
O -16.456 14.261 7.045
C -18.401 13.638 5.834
O -19.102 13.670 6.888
C -18.914 13.122 4.528
C -18.004 12.857 3.354
O -18.519 12.381 2.267
H -15.121 13.714 4.706
H -15.456 14.210 7.045
H -20.018 13.185 4.410
H -17.976 12.281 1.343
O -24.359 10.091 11.283
C -23.219 10.473 11.514
C -22.360 10.829 10.467
C -20.921 11.472 10.741
O -19.999 11.790 9.838
C -20.483 11.487 12.157
O -19.419 12.045 12.437
C -21.433 11.037 13.223
C -22.789 10.561 12.832
O -23.628 10.167 13.903
H -22.751 10.584 9.440
H -20.282 11.790 9.088
H -21.120 11.013 14.127
H -24.327 9.799 13.424
C -20.975 9.129 7.436
C -21.151 10.402 6.723
C -21.313 10.375 5.139
O -21.138 11.603 7.301
H -20.762 9.568 8.319
H -20.408 8.555 6.708
H -21.870 8.713 7.750
H -22.038 11.116 4.761
H -21.964 9.499 4.926
H -20.294 10.431 4.648
C -24.153 15.744 9.642
C -23.717 14.557 8.898
C -22.364 14.591 8.337
O -24.472 13.607 8.649
H -23.787 16.109 10.394
H -25.372 15.678 9.826
H -23.976 16.747 9.154
H -22.235 15.594 8.257
H -22.355 14.093 7.379
H -21.646 14.246 9.169
C -15.720 10.973 8.282
C -15.946 10.235 6.982
C -17.440 9.901 6.526
O -14.943 9.748 6.384
H -15.161 12.085 8.048
H -15.243 10.391 8.923
H -16.659 11.202 8.820
H -18.123 9.625 7.259
H -17.477 9.208 5.844
H -17.791 10.803 6.017
C -24.311 16.187 4.878
C -24.809 14.925 4.270
C -24.730 13.660 5.109
O -25.343 14.914 3.188
H -23.542 16.031 5.520
H -25.070 16.556 5.576
H -23.997 16.931 4.127
H -25.254 12.920 4.419
H -25.023 13.691 6.123
H -23.651 13.401 4.858
C -20.361 7.293 11.094
C -21.779 6.808 10.570
C -22.907 6.661 11.664
O -22.080 6.592 9.361
H -19.677 7.155 10.348
H -19.960 6.994 11.989
H -20.614 8.449 11.335
H -22.682 5.710 12.188
H -23.761 6.680 10.925
H -22.647 7.448 12.497
```

Summary:
**SMILES**: O=C1C=C(O)C(=O)C=C1O.O=C1C=C(O)C(=O)C=C1O.O=C1C=C(O)C(=O)C=C1O.O=C1C=C(O)C(=O)C=C1O.CC(C)=O.CC(C)=O.CC(C)=O.CC(C)=O.CC(C)=O
**HOMO-LUMO gap**: 5.82 eV

=====

No. 2
Below is C15H13N3O3S in the gas phase, with properties calculated with ωB97M-V with the def2-TZVPD basis set.

The geometry in XYZ format:
```
35
C15H13N3O3S ωB97M-V with the def2-TZVPD basis set
C -7.455 -1.770 0.973
O -6.217 -1.123 0.727
C -6.225 -0.203 -0.247
O -7.204 0.090 -0.891
C -4.908 0.405 -0.438
C -4.517 1.368 -1.339
C -3.150 1.592 -1.100
C -2.799 0.755 -0.070
C -1.501 0.529 0.599
S -0.449 -0.616 -0.408
C 1.110 -0.019 0.050
N 1.309 1.014 0.852
N 2.650 1.102 0.909
C 3.209 0.129 0.151
C 4.627 -0.098 -0.030
C 5.591 0.704 0.580
C 6.933 0.444 0.378
C 7.328 -0.610 -0.429
C 6.374 -1.410 -1.038
C 5.031 -1.158 -0.842
N 2.246 -0.589 -0.399
O -3.858 0.036 0.327
H -7.800 -2.284 0.072
H -7.272 -2.482 1.773
H -8.212 -1.042 1.271
H -5.145 1.839 -2.067
H -2.505 2.275 -1.614
H -1.649 0.063 1.571
H -0.924 1.446 0.694
H 3.079 1.819 1.470
H 5.300 1.530 1.213
H 7.676 1.068 0.854
H 8.379 -0.807 -0.582
H 6.681 -2.232 -1.667
H 4.270 -1.766 -1.305
```

Summary:
**SMILES**: COC(=O)c1ccc(CSc2n[nH]c(-c3ccccc3)n2)o1
**HOMO-LUMO gap**: 8.78 eV

=====

No. 3
Below is C14H19NO3 in the gas phase, with properties calculated with ωB97M-V with the def2-TZVPD basis set.

The geometry in XYZ format:
```
37
C14H19NO3 ωB97M-V with the def2-TZVPD basis set
C 3.425 -1.031 -0.439
O 2.150 -1.364 -0.919
C 2.181 -1.994 -2.181
C 0.747 -2.270 -2.611
N 0.087 -1.023 -2.960
C -1.359 -1.150 -3.069
C -1.989 -1.429 -1.786
C -2.310 -1.670 -0.654
C -2.727 -1.834 0.729
O -2.981 -0.605 1.386
C -1.954 0.286 1.539
C -0.643 0.091 1.116
C 0.301 1.076 1.327
C -0.027 2.267 1.968
O 0.992 3.168 2.122
C 0.709 4.389 2.757
C -1.335 2.457 2.399
C -2.283 1.476 2.182
H 3.927 -0.316 -1.104
H 4.059 -1.922 -0.343
H 3.285 -0.580 0.541
H 2.672 -1.343 -2.919
H 2.745 -2.938 -2.118
H 0.747 -2.917 -3.495
H 0.237 -2.798 -1.789
H 0.308 -0.334 -2.245
H -1.753 -0.208 -3.465
H -1.584 -1.950 -3.782
H -3.679 -2.374 0.775
H -1.963 -2.412 1.273
H -0.338 -0.810 0.609
H 1.314 0.933 0.988
H 1.647 4.942 2.765
H 0.370 4.240 3.788
H -0.044 4.964 2.208
H -1.633 3.364 2.901
H -3.301 1.619 2.509
```

Summary:
**SMILES**: COCCNCC#CCOc1ccc(OC)cc1
**HOMO-LUMO gap**: 8.74 eV

=====

No. 4
Below is C4H8O2 in the gas phase, with properties calculated with ωB97M-V with the def2-TZVPD basis set.

The geometry in XYZ format:
```
14
C4H8O2 ωB97M-V with the def2-TZVPD basis set
C 1.209 -0.355 -1.300
O 1.206 -1.030 -0.076
C 0.833 -0.101 0.899
C -0.541 0.723 0.469
C -1.827 -0.079 0.342
O -0.563 1.934 0.460
H 1.257 -1.111 -2.101
H 0.280 0.305 -1.210
H 2.043 0.356 -1.398
H 0.750 -0.693 1.825
H 1.600 0.683 1.009
H -2.394 0.203 1.238
H -1.616 -1.147 0.368
H -2.466 0.155 -0.523
```

Summary:
**SMILES**: COCC(C)=O
**HOMO-LUMO gap**: 10.29 eV

=====

Computed maximum force, in the same sequence as the records: 0.313, 0.021, 0.011, 0.043 Eh/bohr.
Computed LUMO level, in the same sequence as the records: -0.09072, 0.01435, 0.03346, 0.03109 hartree.
Computed E_HOMO, in the same sequence as the records: -8.3, -8.4, -7.8, -9.4 eV.